No. 1
C51H32Cl3FGeN4O2SW | ωB97M-V/def2-TZVPD

Geometry (Å):
W -0.32 -0.56 -0.04
C -8.00 -0.56 -1.57
C -7.22 -1.64 -1.18
C -5.84 -1.50 -1.09
C -5.24 -0.28 -1.38
C -6.03 0.79 -1.79
C -7.41 0.65 -1.90
C -3.78 -0.10 -1.17
C -2.90 -0.70 -2.04
C -3.33 -1.45 -3.18
C -2.23 -2.02 -3.71
C -1.12 -1.58 -2.93
C 0.20 -1.92 -3.20
C 0.51 -3.03 -4.14
C 0.17 -2.99 -5.49
C 0.47 -4.07 -6.31
C 1.12 -5.18 -5.80
C 1.47 -5.22 -4.46
C 1.17 -4.15 -3.63
C 1.25 -1.25 -2.61
N 1.13 -0.29 -1.63
C 2.41 0.23 -1.50
C 2.76 1.25 -0.65
C 4.19 1.65 -0.56
C 4.83 2.28 -1.62
C 6.15 2.71 -1.48
C 6.83 2.50 -0.29
C 6.20 1.85 0.76
C 4.88 1.44 0.63
C 1.84 1.90 0.15
C 2.19 3.06 0.91
C 1.11 3.39 1.64
C 0.11 2.43 1.34
N 0.53 1.55 0.37
C -1.14 2.42 1.94
C -2.15 1.64 1.43
C -3.50 1.70 1.88
C -4.25 1.08 0.94
C -3.35 0.58 -0.05
N -2.04 0.85 0.28
C -1.42 3.37 3.06
C -0.60 3.40 4.19
C -0.82 4.33 5.20
C -1.86 5.24 5.09
C -2.69 5.21 3.98
C -2.46 4.29 2.97
C 3.31 -0.41 -2.40
C 2.59 -1.33 -3.08
N -1.53 -0.76 -1.90
H -9.08 -0.67 -1.62
H -7.68 -2.58 -0.92
H -5.22 -2.34 -0.77
H -5.56 1.74 -2.04
H -8.01 1.48 -2.22
H -4.36 -1.53 -3.51
H -2.18 -2.67 -4.57
H -0.31 -2.12 -5.90
H 0.20 -4.03 -7.36
H 1.35 -6.02 -6.44
H 1.97 -6.09 -4.05
H 1.42 -4.18 -2.57
H 4.30 2.46 -2.55
H 6.64 3.22 -2.31
H 7.85 2.85 -0.18
H 6.72 1.67 1.69
H 4.38 0.93 1.45
H 3.14 3.57 0.85
H 1.00 4.22 2.32
H -3.84 2.15 2.79
H -5.32 0.96 0.91
H 0.20 2.68 4.29
H -0.17 4.34 6.07
H -2.03 5.97 5.88
H -3.50 5.92 3.89
H -3.08 4.31 2.08
H 4.35 -0.18 -2.50
H 2.92 -2.00 -3.86
O 2.70 -2.05 0.27
C 2.26 -1.49 1.23
O 1.21 -0.65 1.16
C 2.82 -1.67 2.61
C 3.88 -2.53 2.73
C 4.43 -2.82 3.98
C 3.91 -2.21 5.12
C 2.87 -1.31 5.02
C 2.29 -1.03 3.76
S 1.00 0.11 3.76
H 4.27 -2.99 1.83
H 5.25 -3.51 4.07
H 4.32 -2.44 6.10
H 2.47 -0.83 5.89
Cl -2.42 -2.04 0.71
Ge -1.10 -1.05 2.51
Cl -0.09 -3.02 2.71
Cl -2.36 -1.08 4.23
F 0.04 -2.30 -0.47

## Properties
spin multiplicity	2
frontier orbital gap (spin up / spin down)	5.53 / 4.45	eV
net charge	+1
⟨S²⟩	0.7725
energy	-6354.786970	hartree
LUMO energy (spin up / spin down)	-4.369 / -5.477	eV

No. 2
C51H32CoN6OPS3 | ωB97M-V/def2-TZVPD

Geometry (Å):
Co -0.10 -0.58 0.39
S -4.40 4.97 1.52
C -5.35 5.32 0.14
C -5.26 4.34 -0.80
C -4.41 3.28 -0.39
C -3.87 3.48 0.86
C -2.94 2.59 1.58
C -2.44 1.46 0.93
N -1.57 0.62 1.45
C -1.15 0.84 2.72
C -1.59 1.93 3.47
C -1.13 2.08 4.82
C -0.32 1.16 5.39
C 0.10 0.00 4.64
C 0.85 -1.05 5.21
C 1.14 -2.17 4.47
C 0.72 -2.18 3.13
N 0.09 -1.19 2.54
C -0.27 -0.13 3.31
C 1.87 -3.33 5.01
C 2.36 -4.41 4.33
C 3.01 -5.35 5.17
C 3.00 -4.97 6.47
S 2.20 -3.48 6.69
C -2.49 2.82 2.86
H -5.93 6.23 0.11
H -5.79 4.37 -1.74
H -4.24 2.40 -0.99
H -2.78 1.22 -0.07
H -1.46 2.94 5.39
H 0.00 1.26 6.41
H 1.16 -0.97 6.24
H 0.91 -3.06 2.52
H 2.27 -4.54 3.26
H 3.47 -6.27 4.82
H 3.41 -5.48 7.32
H -2.84 3.68 3.43
O -1.00 -3.47 0.55
C -0.48 -2.87 -0.33
C -0.18 -3.20 -1.73
C 0.15 -4.50 -2.11
C 0.47 -4.74 -3.43
C 0.45 -3.70 -4.36
C 0.11 -2.41 -3.98
C -0.19 -2.14 -2.65
P -0.78 -0.52 -2.01
C -0.06 0.74 -3.09
C -0.81 1.82 -3.55
C -0.19 2.84 -4.28
C 1.17 2.79 -4.53
C 1.92 1.72 -4.06
C 1.31 0.70 -3.34
C -2.56 -0.61 -2.33
C -3.11 -0.36 -3.59
C -4.47 -0.52 -3.80
C -5.29 -0.95 -2.76
C -4.75 -1.22 -1.52
C -3.39 -1.05 -1.30
H 0.14 -5.29 -1.38
H 0.74 -5.74 -3.75
H 0.68 -3.91 -5.39
H 0.08 -1.62 -4.71
H -1.87 1.88 -3.35
H -0.79 3.67 -4.65
H 1.64 3.57 -5.10
H 2.99 1.67 -4.26
H 1.91 -0.13 -2.98
H -2.48 -0.04 -4.41
H -4.90 -0.32 -4.78
H -6.36 -1.07 -2.93
H -5.39 -1.57 -0.71
H -2.98 -1.28 -0.32
S 6.71 2.70 -0.95
N 6.33 1.18 -0.55
C 5.01 1.15 -0.41
C 4.23 -0.02 -0.07
C 4.79 -1.28 0.15
C 3.96 -2.34 0.42
C 2.59 -2.12 0.48
N 2.04 -0.92 0.30
C 2.84 0.12 0.03
C 2.20 1.43 -0.18
N 0.86 1.46 -0.05
C 0.24 2.60 -0.32
C 0.91 3.77 -0.69
C 2.28 3.74 -0.79
C 2.94 2.54 -0.54
C 4.39 2.39 -0.64
N 5.24 3.36 -0.97
H 5.86 -1.40 0.08
H 4.35 -3.34 0.59
H 1.91 -2.94 0.65
H -0.84 2.61 -0.25
H 0.34 4.67 -0.90
H 2.86 4.62 -1.07

## Properties
spin multiplicity	5
frontier orbital gap (spin up / spin down)	7.06 / 6.12	eV
energy relative to the best compared isomer or geometry (same formula, charge and spin)	0.0	kJ/mol
net charge	+2
⟨S²⟩	6.0117
energy	-5284.773223	hartree
LUMO energy (spin up / spin down)	-5.380 / -6.321	eV

Please write out number 2 again, unchanged.
C51H32CoN6OPS3 | ωB97M-V/def2-TZVPD

Geometry (Å):
Co -0.10 -0.58 0.39
S -4.40 4.97 1.52
C -5.35 5.32 0.14
C -5.26 4.34 -0.80
C -4.41 3.28 -0.39
C -3.87 3.48 0.86
C -2.94 2.59 1.58
C -2.44 1.46 0.93
N -1.57 0.62 1.45
C -1.15 0.84 2.72
C -1.59 1.93 3.47
C -1.13 2.08 4.82
C -0.32 1.16 5.39
C 0.10 0.00 4.64
C 0.85 -1.05 5.21
C 1.14 -2.17 4.47
C 0.72 -2.18 3.13
N 0.09 -1.19 2.54
C -0.27 -0.13 3.31
C 1.87 -3.33 5.01
C 2.36 -4.41 4.33
C 3.01 -5.35 5.17
C 3.00 -4.97 6.47
S 2.20 -3.48 6.69
C -2.49 2.82 2.86
H -5.93 6.23 0.11
H -5.79 4.37 -1.74
H -4.24 2.40 -0.99
H -2.78 1.22 -0.07
H -1.46 2.94 5.39
H 0.00 1.26 6.41
H 1.16 -0.97 6.24
H 0.91 -3.06 2.52
H 2.27 -4.54 3.26
H 3.47 -6.27 4.82
H 3.41 -5.48 7.32
H -2.84 3.68 3.43
O -1.00 -3.47 0.55
C -0.48 -2.87 -0.33
C -0.18 -3.20 -1.73
C 0.15 -4.50 -2.11
C 0.47 -4.74 -3.43
C 0.45 -3.70 -4.36
C 0.11 -2.41 -3.98
C -0.19 -2.14 -2.65
P -0.78 -0.52 -2.01
C -0.06 0.74 -3.09
C -0.81 1.82 -3.55
C -0.19 2.84 -4.28
C 1.17 2.79 -4.53
C 1.92 1.72 -4.06
C 1.31 0.70 -3.34
C -2.56 -0.61 -2.33
C -3.11 -0.36 -3.59
C -4.47 -0.52 -3.80
C -5.29 -0.95 -2.76
C -4.75 -1.22 -1.52
C -3.39 -1.05 -1.30
H 0.14 -5.29 -1.38
H 0.74 -5.74 -3.75
H 0.68 -3.91 -5.39
H 0.08 -1.62 -4.71
H -1.87 1.88 -3.35
H -0.79 3.67 -4.65
H 1.64 3.57 -5.10
H 2.99 1.67 -4.26
H 1.91 -0.13 -2.98
H -2.48 -0.04 -4.41
H -4.90 -0.32 -4.78
H -6.36 -1.07 -2.93
H -5.39 -1.57 -0.71
H -2.98 -1.28 -0.32
S 6.71 2.70 -0.95
N 6.33 1.18 -0.55
C 5.01 1.15 -0.41
C 4.23 -0.02 -0.07
C 4.79 -1.28 0.15
C 3.96 -2.34 0.42
C 2.59 -2.12 0.48
N 2.04 -0.92 0.30
C 2.84 0.12 0.03
C 2.20 1.43 -0.18
N 0.86 1.46 -0.05
C 0.24 2.60 -0.32
C 0.91 3.77 -0.69
C 2.28 3.74 -0.79
C 2.94 2.54 -0.54
C 4.39 2.39 -0.64
N 5.24 3.36 -0.97
H 5.86 -1.40 0.08
H 4.35 -3.34 0.59
H 1.91 -2.94 0.65
H -0.84 2.61 -0.25
H 0.34 4.67 -0.90
H 2.86 4.62 -1.07

## Properties
spin multiplicity	5
frontier orbital gap (spin up / spin down)	7.06 / 6.12	eV
energy relative to the best compared isomer or geometry (same formula, charge and spin)	0.0	kJ/mol
net charge	+2
⟨S²⟩	6.0117
energy	-5284.773223	hartree
LUMO energy (spin up / spin down)	-5.380 / -6.321	eV

Copy entry 1 word for word.
C51H32Cl3FGeN4O2SW | ωB97M-V/def2-TZVPD

Geometry (Å):
W -0.32 -0.56 -0.04
C -8.00 -0.56 -1.57
C -7.22 -1.64 -1.18
C -5.84 -1.50 -1.09
C -5.24 -0.28 -1.38
C -6.03 0.79 -1.79
C -7.41 0.65 -1.90
C -3.78 -0.10 -1.17
C -2.90 -0.70 -2.04
C -3.33 -1.45 -3.18
C -2.23 -2.02 -3.71
C -1.12 -1.58 -2.93
C 0.20 -1.92 -3.20
C 0.51 -3.03 -4.14
C 0.17 -2.99 -5.49
C 0.47 -4.07 -6.31
C 1.12 -5.18 -5.80
C 1.47 -5.22 -4.46
C 1.17 -4.15 -3.63
C 1.25 -1.25 -2.61
N 1.13 -0.29 -1.63
C 2.41 0.23 -1.50
C 2.76 1.25 -0.65
C 4.19 1.65 -0.56
C 4.83 2.28 -1.62
C 6.15 2.71 -1.48
C 6.83 2.50 -0.29
C 6.20 1.85 0.76
C 4.88 1.44 0.63
C 1.84 1.90 0.15
C 2.19 3.06 0.91
C 1.11 3.39 1.64
C 0.11 2.43 1.34
N 0.53 1.55 0.37
C -1.14 2.42 1.94
C -2.15 1.64 1.43
C -3.50 1.70 1.88
C -4.25 1.08 0.94
C -3.35 0.58 -0.05
N -2.04 0.85 0.28
C -1.42 3.37 3.06
C -0.60 3.40 4.19
C -0.82 4.33 5.20
C -1.86 5.24 5.09
C -2.69 5.21 3.98
C -2.46 4.29 2.97
C 3.31 -0.41 -2.40
C 2.59 -1.33 -3.08
N -1.53 -0.76 -1.90
H -9.08 -0.67 -1.62
H -7.68 -2.58 -0.92
H -5.22 -2.34 -0.77
H -5.56 1.74 -2.04
H -8.01 1.48 -2.22
H -4.36 -1.53 -3.51
H -2.18 -2.67 -4.57
H -0.31 -2.12 -5.90
H 0.20 -4.03 -7.36
H 1.35 -6.02 -6.44
H 1.97 -6.09 -4.05
H 1.42 -4.18 -2.57
H 4.30 2.46 -2.55
H 6.64 3.22 -2.31
H 7.85 2.85 -0.18
H 6.72 1.67 1.69
H 4.38 0.93 1.45
H 3.14 3.57 0.85
H 1.00 4.22 2.32
H -3.84 2.15 2.79
H -5.32 0.96 0.91
H 0.20 2.68 4.29
H -0.17 4.34 6.07
H -2.03 5.97 5.88
H -3.50 5.92 3.89
H -3.08 4.31 2.08
H 4.35 -0.18 -2.50
H 2.92 -2.00 -3.86
O 2.70 -2.05 0.27
C 2.26 -1.49 1.23
O 1.21 -0.65 1.16
C 2.82 -1.67 2.61
C 3.88 -2.53 2.73
C 4.43 -2.82 3.98
C 3.91 -2.21 5.12
C 2.87 -1.31 5.02
C 2.29 -1.03 3.76
S 1.00 0.11 3.76
H 4.27 -2.99 1.83
H 5.25 -3.51 4.07
H 4.32 -2.44 6.10
H 2.47 -0.83 5.89
Cl -2.42 -2.04 0.71
Ge -1.10 -1.05 2.51
Cl -0.09 -3.02 2.71
Cl -2.36 -1.08 4.23
F 0.04 -2.30 -0.47

## Properties
spin multiplicity	2
frontier orbital gap (spin up / spin down)	5.53 / 4.45	eV
net charge	+1
⟨S²⟩	0.7725
energy	-6354.786970	hartree
LUMO energy (spin up / spin down)	-4.369 / -5.477	eV